Computed, not measured: C32H31BrFeN3OSb as an isolated structure, with ωB97M-V/def2-TZVPD.

```
70
Properties=species:S:1:pos:R:3:forces:R:3
Sb -0.23540 -0.11260 -2.96000 0.1427 -0.8371 -1.1730
Br -2.09240 -1.63750 0.52740 -0.2912 0.1302 0.0301
Fe 0.02770 -0.31230 -0.17710 0.6856 1.8836 0.7411
O 0.26190 0.61090 1.83970 -0.5353 -0.3644 -1.0686
N -1.96500 0.92290 -0.38700 0.3559 -1.0591 0.8551
N 2.33490 0.08370 -0.21260 -1.0084 -0.1173 0.1291
N 2.09750 -0.22370 2.84660 0.0379 -0.1459 0.0842
C -3.87130 4.14300 -0.30290 0.0053 0.2631 0.0682
C -1.82790 -2.80450 -2.71020 0.0641 -0.0074 -0.1128
C 2.36450 -1.21710 1.82150 -0.0215 0.2178 -0.3323
C -3.05810 -0.98010 -3.68660 0.1308 0.0929 -0.0344
C -3.56260 2.69140 -0.22030 0.0528 -0.4102 0.0337
C 0.02670 1.81300 -6.94780 0.0124 0.0501 -0.0300
C -2.84540 0.09890 0.16450 -0.0572 0.4123 -0.0694
C 2.76250 -3.10190 -1.75690 -0.0310 -0.0832 0.2136
C 3.56000 -2.16270 -3.81780 0.0833 0.0346 0.0177
C 1.45920 -1.44150 -2.90620 -0.6103 0.2142 -0.2318
C -4.14300 -1.81560 -3.88510 -0.1234 0.0493 0.1147
C 4.28620 0.74130 -1.41300 -0.0447 -0.0357 0.2471
C -2.31400 2.18840 -0.57920 -0.1589 0.3020 -0.0381
C 0.90480 1.56130 3.93830 -0.1432 0.1312 -0.0780
C 4.47650 -0.63300 0.53430 -0.2317 0.0939 -0.0530
C -0.05960 -0.55820 -7.30270 0.0043 -0.1634 0.0352
C 1.63670 -2.30020 -1.82900 -0.0552 0.0164 -0.2651
C 3.09470 -0.58290 0.65920 0.3223 -0.1921 0.1327
C 2.91830 0.74960 -1.20270 0.1536 0.2951 -0.3314
C 5.07970 0.02290 -0.53010 -0.1943 0.0601 -0.0566
C -1.89490 -1.48110 -3.11830 0.5735 0.3173 0.1405
C 1.05960 0.62020 2.78610 0.4367 -0.1510 0.5237
C -4.07880 -3.13880 -3.47490 -0.0576 -0.0240 -0.0058
C -0.06770 1.61150 -5.57830 0.0225 0.2555 0.1398
C -4.48320 1.78490 0.30350 0.3555 0.0154 -0.1663
C -0.15090 0.32420 -5.08340 -0.0481 0.1021 0.8550
C -4.13280 0.45880 0.50530 0.1681 -0.2982 -0.0166
C 3.72260 -3.03640 -2.75500 0.0279 0.0326 0.0003
C -0.16140 -0.76710 -5.93760 -0.0307 -0.1950 0.1016
C -2.92320 -3.63350 -2.89250 -0.0162 -0.0598 0.1173
C 0.03960 0.72840 -7.80770 0.0165 0.0553 -0.0387
C 2.43510 -1.35940 -3.88880 -0.1296 -0.0192 -0.0641
H 1.18570 2.56440 3.62370 0.0164 0.0774 -0.0842
H -3.38630 4.62640 -1.14620 0.0304 0.0190 -0.0695
H -5.47240 2.12240 0.56850 -0.1475 0.0183 0.0587
H -4.94100 4.32030 -0.35780 -0.0723 0.0123 -0.0710
H -4.93310 -3.78500 -3.60160 -0.0761 -0.0753 -0.0789
H 4.60010 -3.66040 -2.70030 0.0845 -0.1106 0.0109
H 1.51580 1.28370 4.79020 0.0570 -0.0573 0.0593
H 6.15010 -0.01710 -0.66520 0.0773 -0.0091 0.0185
H -0.05210 -1.41040 -7.96550 -0.0193 -0.0398 -0.0852
H -0.24330 -1.77210 -5.54260 -0.0017 -0.0554 -0.0548
H 0.87890 -2.36370 -1.03860 0.0125 -0.1980 -0.0179
H -3.51210 4.62000 0.61030 0.0032 0.1276 -0.0140
H 5.07380 -1.17240 1.25260 0.0103 -0.1052 0.0788
H -4.83220 -0.24480 0.92270 -0.0471 -0.1431 0.0705
H -2.87180 -4.66390 -2.57190 -0.0226 -0.0822 -0.0189
H -5.03630 -1.42500 -4.34850 -0.1039 -0.0204 -0.0311
H 2.74570 -0.14870 3.61710 -0.1597 0.0034 -0.0190
H 0.09590 2.81800 -7.33540 -0.0021 0.0746 -0.0428
H 2.25700 1.31700 -1.85090 0.1031 -0.1008 -0.0242
H -3.10520 0.05620 -3.99940 -0.0718 0.0318 -0.1016
H -0.13930 1.59500 4.23780 -0.0562 -0.0284 -0.0096
H -0.92540 -3.20410 -2.26610 0.0606 -0.0665 -0.0454
H -1.55430 2.82010 -1.02070 0.0191 0.1038 -0.0244
H -0.07890 2.46180 -4.91050 0.0333 0.0774 0.0113
H 0.12880 0.88230 -8.87290 -0.0182 0.0220 -0.0582
H 2.88720 -3.77930 -0.92630 0.0569 -0.1252 0.0914
H 1.39110 -1.60860 1.47730 0.3309 -0.1446 0.1743
H 4.30680 -2.09710 -4.59360 0.1143 -0.0485 -0.0661
H 2.30880 -0.67620 -4.71910 0.0374 -0.0361 -0.0497
H 4.71440 1.29070 -2.23750 -0.0090 0.0080 -0.0402
H 2.94380 -2.03220 2.25140 -0.1028 0.0085 0.0183
```
Positions in Å, forces in eV/Å.

Output
* 2S+1: 5
* expectation value of S²: 6.011
* net charge: +2
* highest occupied orbital energy (spin up / spin down): -13.63 / -13.72 eV
* Kohn-Sham gap (spin up / spin down): 0.2969 / 0.2685 Eh



Computed, not measured: a 3-piece molecular cluster, C2H3ClF2O3S overall, with ωB97M-V/def2-TZVPD.

```
12
Properties=species:S:1:pos:R:3:forces:R:3
Cl -2.24399 -2.05364 -0.03669 -1.1013 -1.9438 -0.7089
S -2.55613 0.73222 -0.10693 -1.3031 0.8467 1.9229
F 1.00106 -1.12426 0.20533 0.9256 0.5586 0.4350
F 3.23708 -1.13812 0.35963 -0.9445 0.4056 -0.2191
O 1.06346 1.68682 -0.33615 -3.1121 -0.6031 0.0966
O -3.59519 1.00309 0.89808 2.1805 -0.5799 -1.8421
O -1.18534 0.55386 0.34591 -1.6177 0.3104 0.1340
C 2.16054 0.90744 -0.24620 -1.1530 -0.9633 0.4994
C 2.13250 -0.38072 0.16804 0.7917 0.7903 -1.0778
H 2.95137 1.55404 -0.59115 1.0150 -0.8733 0.5709
H 0.12349 1.24293 -0.13224 3.2566 0.8267 -0.4824
H -3.08884 -2.98364 -0.52763 1.0625 1.2249 0.6715
```
Positions in Å, forces in eV/Å.

Output
* highest occupied orbital energy: -8.39 eV
* Kohn-Sham gap: 0.2432 Eh



Computed, not measured: C38H28Cl3GeN11ORu as an isolated structure, with ωB97M-V/def2-TZVPD.

```
83
Properties=species:S:1:pos:R:3:forces:R:3
Ru 0.72110 0.08357 0.03060 -0.1510 1.2545 -1.4191
Ge 4.03337 -1.37538 2.49485 0.0376 -0.2014 0.2893
Cl 3.35167 -0.18733 4.29125 0.0717 -0.0630 -0.1210
Cl 2.98055 0.26473 0.82233 -0.2100 -0.3799 0.2347
Cl 2.25894 -2.80218 2.41355 0.1092 0.1050 0.0093
O -4.76362 0.40316 3.65224 -0.0320 -0.0420 0.0209
N -6.13485 0.64270 5.35969 -0.3004 -0.0350 -0.3418
N -0.25356 -0.92787 3.95993 0.0036 -0.1243 0.1304
N 0.73763 2.14208 0.41416 0.2938 0.0061 0.0384
N 1.46404 0.66680 -1.61303 -0.3460 -0.0907 0.5509
N -0.08748 -0.54685 1.84015 -0.0310 -0.0733 0.1384
N -1.22594 0.45972 -0.73772 -0.1624 -0.2767 0.1404
N -3.30402 0.60934 -1.34689 -0.1501 0.1673 0.0272
N -1.09180 -1.81728 3.37618 0.1273 0.0562 0.0468
N -2.71161 1.72763 -1.81724 -0.0309 -0.0760 0.0730
N -6.89258 0.56471 4.18322 0.1891 0.0787 0.4092
N 0.84201 -1.77158 -0.93743 0.3077 0.0122 0.0558
C 1.12513 -3.94586 -2.66789 0.0231 0.0037 -0.0447
C 0.34121 -0.18428 3.05103 -0.0566 0.1038 -0.1238
C 2.68434 4.65930 -1.45538 -0.0722 -0.0149 0.0699
C -3.71444 0.42669 5.84302 -0.0977 0.0693 -0.0762
C -6.34610 0.24837 1.80009 0.0243 0.0243 0.1109
C 1.28132 4.86664 0.60440 0.0400 0.0123 -0.0101
C 1.48926 -0.24202 -2.65393 -0.0709 -0.0262 -0.0835
C -4.72027 0.39119 -1.66571 -0.0241 -0.0221 0.0032
C -6.98403 -0.11293 -0.86448 -0.0121 -0.0053 -0.0210
C 2.87266 2.50260 -2.51774 0.0795 0.0493 -0.0056
C 0.51648 4.23567 1.54455 -0.0338 -0.0221 -0.0082
C -5.34952 0.36465 0.82905 0.0238 0.0499 -0.0208
C 0.64102 -3.00801 -0.52204 0.0535 -0.0728 -0.0414
C 3.22911 3.85721 -2.42494 -0.0137 -0.0633 -0.0182
C -7.65549 -0.03603 1.43618 -0.0167 -0.0324 -0.0050
C 1.76146 -1.02522 -4.91948 -0.0379 -0.0103 0.0114
C -0.96822 -1.55995 2.10717 0.1229 0.0149 0.0103
C 1.21820 -1.57953 -2.23744 -0.0511 0.1069 0.1153
C 0.78650 -4.12804 -1.35822 -0.0422 0.0110 0.0394
C 1.95641 1.96691 -1.63162 0.0126 -0.1238 0.0235
C -4.90858 0.53398 5.00323 0.1803 0.0032 0.0612
C 1.68759 0.02766 -4.00026 0.0119 -0.0113 0.0528
C -5.67408 0.19847 -0.50799 0.0676 -0.0793 0.0475
C -6.05211 0.41976 3.22558 0.0213 0.0205 -0.1883
C -1.47461 1.61118 -1.43321 -0.0860 -0.0673 -0.0661
C 1.81364 4.11965 -0.47305 0.0577 0.1554 -0.0156
C -0.14627 -0.81713 5.41220 -0.1636 0.0289 0.0387
C 1.63358 -2.32772 -4.50032 0.0325 -0.0045 0.0516
C -1.40702 -0.23889 6.02313 0.0128 -0.0100 -0.0379
C 1.34006 -2.63234 -3.14752 -0.0380 -0.0708 -0.1344
C -1.47146 -0.03723 7.39803 0.0036 0.0136 0.0107
C -3.78382 0.62337 7.21531 0.0081 -0.0006 0.0374
C -2.64960 0.40416 7.98422 -0.0080 -0.0146 -0.0071
C -2.41967 -0.14102 -0.70605 0.1597 -0.1150 -0.0167
C -2.52419 0.02549 5.25123 0.0319 -0.0061 -0.0205
C -7.96758 -0.23017 0.10064 -0.0235 0.0157 0.0030
C 0.27714 2.85671 1.41954 -0.0488 0.0972 -0.0147
C 1.49132 2.76348 -0.54235 -0.0132 -0.1700 0.1058
H -8.98097 -0.47395 -0.18757 0.0024 0.0282 -0.0027
H -4.71850 0.92736 7.66685 0.0118 -0.0092 0.0093
H -2.51452 -0.12171 4.18276 -0.0114 -0.0429 0.0109
H 1.73261 -3.14120 -5.20857 -0.0406 0.0147 -0.0037
H 0.36498 -3.13332 0.51434 0.0605 -0.0053 0.0252
H -8.41192 -0.10802 2.20579 0.0079 -0.0267 -0.0100
H -1.51130 -2.10330 1.35228 0.0243 -0.0252 0.0352
H 1.49268 5.92632 0.67752 0.0148 -0.0159 0.0130
H 1.22925 -4.78672 -3.34233 0.0029 0.0029 0.0100
H -0.30693 2.32872 2.16279 -0.0123 -0.0011 -0.0047
H -2.65493 -1.08768 -0.24922 -0.0191 0.0366 -0.0162
H 1.08844 0.56100 3.26984 -0.0009 -0.0282 -0.0031
H 2.94000 5.71028 -1.40457 0.0253 -0.0112 0.0002
H 0.10329 4.77019 2.38758 -0.0058 -0.0093 -0.0029
H -4.34073 0.61197 1.13963 -0.0097 0.0151 -0.0122
H 0.72964 -0.20339 5.61806 0.0243 -0.0149 -0.0226
H 0.04108 -1.81593 5.80418 0.0301 -0.0331 -0.0496
H 1.91276 -0.80457 -5.96683 0.0352 -0.0041 0.0139
H -5.00357 1.28817 -2.21153 0.0501 0.0067 -0.0766
H 1.74753 1.04773 -4.35109 0.0295 -0.0081 -0.0159
H 0.62101 -5.11306 -0.94648 -0.0058 0.0042 -0.0011
H -0.73926 2.35632 -1.67141 0.0475 0.0098 0.0105
H -0.60323 -0.23332 8.01705 -0.0251 -0.0158 -0.0002
H -7.23887 -0.24667 -1.91003 0.0010 -0.0207 0.0183
H 3.94573 4.26360 -3.12466 -0.0072 -0.0058 -0.0043
H -4.78437 -0.44889 -2.35694 0.0182 -0.0400 0.0142
H 3.36383 1.87276 -3.24511 -0.0355 0.0255 -0.0434
H -2.69123 0.55050 9.05488 0.0045 0.0189 -0.0069
```
Positions in Å, forces in eV/Å.

Output
* net charge: +2
* highest occupied orbital energy (spin up / spin down): -12.53 / -12.53 eV
* Kohn-Sham gap (spin up / spin down): 0.1421 / 0.1423 Eh



Computed, not measured: one molecule with the formula C19H21N3O, with ωB97M-V/def2-TZVPD.

```
44
Properties=species:S:1:pos:R:3:forces:R:3
O 1.57514 1.30909 1.42760 -0.6922 1.1238 -0.5144
N 0.80054 7.56250 2.93747 0.1106 -0.8425 -0.1462
N 1.21171 3.15183 0.24913 -0.1713 0.0431 0.8479
N 1.51028 2.38180 2.32690 0.3799 0.5791 0.7063
C 1.05693 1.10001 -1.03597 0.9380 -1.3501 0.8005
C -2.00536 -6.41299 -0.83423 -0.3796 1.6663 -1.1559
C 0.98528 5.92772 1.20103 0.1399 -1.1616 -0.8033
C -1.15653 -2.57391 -0.23186 0.7975 -0.6659 -0.0017
C 0.29826 -0.17358 -0.70690 -1.4157 -0.2563 -0.3354
C 1.32493 1.85915 0.22839 -0.2724 1.1518 -0.5085
C 2.35648 0.78642 -1.76753 1.1356 0.7575 -0.8579
C -1.11746 -0.20335 -0.86024 0.8286 -0.4899 0.3352
C 0.80478 7.22540 1.63242 -0.0251 -0.4364 1.0947
C 1.31563 3.45808 1.60705 0.3771 -0.9307 -0.9403
C 1.21231 4.86114 2.09589 -0.4021 0.7191 0.3119
C 1.23626 5.21375 3.44622 -0.2959 -0.2279 0.2369
C 0.93866 -1.33721 -0.28606 -0.1668 -1.1616 0.2992
C -1.44404 -4.99883 -1.15667 -0.0415 0.3811 0.0810
C -1.82859 -3.93051 -0.06280 -0.1427 -0.1471 -0.2685
C 0.99819 6.55367 3.80704 0.4536 -0.1228 -1.0448
C -1.81016 -1.40452 -0.61971 0.4705 0.6003 -0.2284
C 0.22938 -2.53662 -0.04158 -0.3236 1.7908 -0.4602
C -1.89461 -4.52121 -2.55570 -0.3443 -0.4234 0.5204
H 3.09314 0.30289 -1.13257 -0.0580 -0.1749 0.1929
H -0.35906 -5.10679 -1.18933 0.1722 0.2226 0.1282
H 0.92692 5.70454 0.13172 0.0709 0.0943 0.3731
H -2.87270 -1.41103 -0.78373 -0.3426 -0.1068 0.0284
H -1.43401 -6.89648 -0.08131 0.2366 -0.3894 0.9067
H 1.03471 6.83092 4.84198 -0.1339 0.0934 0.4024
H -2.98474 -4.58525 -2.62120 -0.0322 0.0562 -0.0387
H -2.90622 -3.76117 -0.12751 -0.1322 -0.2179 0.0851
H -1.48994 -5.14721 -3.34507 0.0959 -0.2228 -0.0373
H -1.65959 0.71257 -1.16214 0.3628 -0.6779 0.1539
H 2.18776 0.12859 -2.62953 -0.1116 0.1748 0.2171
H 2.87983 1.70867 -2.14631 -0.7272 -0.6959 0.3725
H -1.61066 -3.50313 -2.78835 0.1512 0.2960 0.1701
H 1.36299 4.43563 4.21666 0.0074 0.5658 -0.4055
H -3.06137 -6.29911 -0.58724 -0.0086 -0.3158 0.2813
H 0.74878 -3.42043 0.28479 0.1852 -0.1595 0.0361
H -1.94542 -7.00642 -1.73984 0.0078 -0.2438 -0.1388
H 0.47038 1.74132 -1.66453 -0.4427 0.3418 -0.0908
H 2.01627 -1.40410 -0.13379 -0.2111 0.3850 -0.1147
H -1.61626 -4.31942 0.95321 -0.0565 0.0955 -0.5009
H 0.62118 7.99761 0.90420 0.0088 0.2824 0.0105
```
Positions in Å, forces in eV/Å.

Output
* structure (SMILES): CC(C)Cc1ccc([C@H](C)c2nc(-c3ccncc3)no2)cc1
* highest occupied orbital energy: -9.13 eV
* Kohn-Sham gap: 0.3404 Eh